(1)
The following is a quantum chemistry calculation of a gas-phase ion, C21H37BF8I2N5O5P2 (charge +1) in a non-equilibrium geometry, from OMol25.

**Orbital gap**: 8.68 eV
**Lowest unoccupied orbital energy**: -2.66 eV
**Total charge**: +1

Last column: Mulliken charge in e.
Geometry (Å):
C 5.3756 2.8363 1.3339  -0.721
C 4.8514 3.0554 -0.0878  -0.497
O 3.9513 2.0128 -0.4988  -0.292
C 2.6199 2.4142 -0.6226  -1.202
N 1.9009 1.3633 -1.3276  0.461
C 2.0254 1.4140 -2.8006  -1.151
C 2.3507 0.0808 -3.4593  0.313
C 3.0281 0.1918 -4.8101  0.165
O 3.4318 -0.7459 -5.4086  -0.515
O 3.0722 1.4628 -5.2944  -0.459
C 1.1755 0.4644 -0.6629  -0.543
N 1.1820 0.3618 0.6765  0.745
B 2.4547 0.1990 1.4751  -0.012
N 2.5263 0.8727 2.7311  -0.229
O 3.4522 -0.5750 0.9321  -0.956
C -0.0234 -0.5232 1.0072  -0.982
P -0.4357 -0.9855 2.7681  0.383
C -0.6900 0.6993 3.4456  -1.361
C 1.0456 -1.5825 3.6822  -0.810
C -0.0801 -1.4549 -0.2478  1.734
C -1.4481 -2.0886 -0.6226  -1.611
C -2.6341 -1.9352 0.3254  -1.279
O -3.2599 -0.6567 0.2253  0.205
C -4.2965 -0.5621 -0.7157  -1.179
C -5.6642 -0.7571 -0.0711  0.987
F -5.7850 -2.0412 0.3379  -0.320
F -6.6011 -0.5326 -1.0202  -0.311
C -6.0036 0.1225 1.1605  0.645
F -5.2088 -0.2642 2.1788  -0.250
F -7.2772 -0.0985 1.5137  -0.279
C -5.8061 1.6577 0.9969  0.514
F -6.1931 2.2164 2.1504  -0.315
F -4.4782 1.8980 0.8353  -0.238
C -6.5468 2.3571 -0.1673  0.217
F -6.6458 3.6655 0.1378  -0.278
F -7.7815 1.8555 -0.3124  -0.246
C 1.0753 -2.4940 -0.4218  -1.518
I 1.1384 -3.1129 -2.4998  0.168
C 1.2383 -3.8286 0.3800  -0.142
C 2.5822 -3.9000 1.1136  -1.134
I -0.3061 -4.4804 1.7118  0.070
N 0.2938 -0.3669 -1.2971  1.068
P -1.0286 0.5078 -2.0601  -0.062
N -1.4187 0.0403 -3.4767  -0.661
H 4.9450 1.9201 1.7398  0.050
H 5.1376 3.6714 1.9947  0.304
H 6.4581 2.7054 1.3403  0.323
H 5.6704 3.0740 -0.8082  0.413
H 4.3505 4.0266 -0.1682  0.408
H 2.5447 3.3212 -1.2336  0.800
H 2.1372 2.5872 0.3460  0.419
H 1.1159 1.8422 -3.2306  0.273
H 2.8170 2.1313 -3.0054  0.773
H 2.9776 -0.5483 -2.8247  0.280
H 1.4296 -0.4737 -3.6591  -0.060
H 3.8944 1.5854 -5.7924  0.354
H 2.5748 1.8848 2.6792  0.307
H 3.3311 0.5774 3.2764  0.182
H 3.7153 -1.3506 1.4434  0.372
H -0.8901 0.1378 0.8616  0.411
H -1.3079 1.2676 2.7452  0.358
H -1.2287 0.6020 4.3887  0.482
H 0.2424 1.2403 3.6030  0.257
H 0.8017 -2.5484 4.1254  0.449
H 1.2633 -0.8738 4.4838  0.419
H 1.9628 -1.7064 3.1084  -0.092
H -1.7592 -1.7733 -1.6259  0.644
H -1.2851 -3.1593 -0.7470  0.626
H -2.3482 -2.0667 1.3653  0.348
H -3.3595 -2.7198 0.0911  0.565
H -4.2199 -1.3045 -1.5194  0.590
H -4.2719 0.4249 -1.1857  0.194
H -5.9854 2.2731 -1.1030  0.246
H 2.0135 -1.9482 -0.3149  0.257
H 1.2526 -4.6366 -0.3405  0.772
H 3.3604 -3.4104 0.5182  0.321
H 2.5382 -3.5003 2.1257  0.188
H 2.8814 -4.9450 1.2162  0.450
H -1.9733 0.3403 -1.0518  -0.204
H -0.6105 1.8362 -1.8830  0.119
H -1.3349 0.7531 -4.1928  0.282


(2)
The following is a quantum chemistry calculation of 2 unconnected molecules or ions with the total composition C21H37BIN5O9P2 in a non-equilibrium geometry, from OMol25.

**Orbital gap**: 1.97 eV
**Lowest unoccupied orbital energy**: -2.82 eV
**Total charge**: 0

Last column: Mulliken charge in e.
Geometry (Å):
C -5.1229 1.1300 -1.2218  -0.759
C -4.2839 2.1448 -0.2207  0.556
O -4.9069 3.2807 0.1413  -0.563
O -2.9529 1.7288 0.2505  0.183
C -1.8963 1.9643 -0.7238  -1.466
C -0.4610 1.2259 -0.5976  2.308
C 0.5038 2.1841 -1.6012  -0.951
C -0.1884 2.8872 -2.8668  0.370
C 1.0401 3.6364 -3.7270  -1.255
O -0.9048 2.0854 -3.8437  -0.481
C -0.2765 -0.2179 -1.3471  -1.229
C -1.4538 -1.3255 -1.4295  -0.086
C -2.8295 -1.5348 -0.6225  0.306
C -3.8199 -2.8070 -0.9321  -0.548
C -3.2862 -3.7985 -2.1536  -0.292
N -2.0285 -3.6551 -2.9378  -0.437
C -1.1490 -2.5067 -2.5888  -0.455
N 1.0231 -0.9431 -1.0564  0.330
C 1.7841 -0.6352 0.1396  -0.828
B 3.3972 -0.8374 -0.3066  0.871
O 4.2744 0.2731 -0.7507  -0.649
N 4.0702 -2.2313 -0.3403  -0.013
C 4.0267 -2.9058 1.0078  -0.691
C 3.5200 -3.0848 -1.4582  -0.956
C 1.5663 0.8386 0.9005  -0.025
C 2.3423 0.6740 2.3065  -0.712
C 1.7192 1.2139 3.6928  -0.547
C 1.9685 0.0820 4.9003  -0.996
I 4.0719 -0.4048 5.2393  0.024
N 0.1224 1.2209 0.8550  1.444
N -0.2924 2.3655 1.4282  -0.981
C 0.5292 3.4086 1.5638  0.646
O 1.4701 4.3943 1.5188  -0.501
P -0.7614 -0.1312 1.7165  0.165
P -2.1259 0.5483 3.2514  1.227
O -1.9569 1.9656 3.8723  -0.640
O -1.9602 -0.5868 4.6127  -0.560
O -3.8442 0.3959 2.8174  -0.492
H -5.6508 0.2413 -0.6425  0.224
H -5.9898 1.7374 -1.7551  0.308
H -4.4466 0.6652 -2.0630  0.285
H -2.3978 1.6673 -1.7672  0.519
H -1.7238 3.1460 -0.6403  0.240
H 1.0834 3.0162 -1.0249  0.221
H 1.3846 1.5005 -2.0399  0.095
H -0.9052 3.7945 -2.5672  0.070
H 1.8638 2.8452 -4.0395  0.328
H 0.5305 4.1331 -4.6849  0.426
H 1.4391 4.4898 -3.0329  0.330
H -0.5265 2.1905 -4.7653  0.374
H -0.1372 0.0307 -2.5223  0.588
H -3.0876 -0.7977 0.2304  -0.058
H -4.8220 -3.0465 -0.3721  0.301
H -3.9774 -4.7414 -2.3980  0.274
H -0.1339 -2.4583 -3.2206  0.169
H 1.6758 -0.9175 -1.8978  0.311
H 1.6087 -1.5389 0.9041  -0.191
H 5.2265 0.0437 -0.4591  0.329
H 4.4238 -2.2217 1.8682  0.156
H 4.6936 -3.8678 0.9686  0.291
H 2.9107 -3.2919 1.1865  0.233
H 4.4331 -3.7348 -1.8690  0.287
H 2.6755 -3.8270 -1.1295  0.327
H 3.2055 -2.4029 -2.3847  0.313
H 2.2906 1.5733 0.2927  0.422
H 2.5635 -0.4825 2.5264  0.114
H 3.4449 1.1367 2.2456  0.255
H 2.3436 2.1648 4.0318  0.325
H 0.5784 1.4409 3.7262  0.253
H 1.4259 0.4926 5.8744  0.496
H 1.4148 -0.9143 4.5454  0.311
H 0.2025 -0.9583 2.4635  -0.094
H -1.4528 -1.3955 4.3083  0.347
H -3.8577 -0.5200 2.3638  0.343
O -1.5458 -5.7773 -0.4384  -1.034
H -1.6919 -5.4578 -1.3101  0.198


(3)
The following is a quantum chemistry calculation of 5 unconnected molecules or ions with the total composition C21H37BN9O in a non-equilibrium geometry, from OMol25.

**Orbital gap**: 8.10 eV
**Lowest unoccupied orbital energy**: -4.09 eV
**Total charge**: +1

Last column: Mulliken charge in e.
Geometry (Å):
C 2.1882 -2.8764 0.9784  -0.774
C 2.8529 -1.9449 -0.1583  0.013
B 1.7065 -1.4830 -1.2434  0.321
O 1.4096 -2.2629 -2.4253  -0.597
C 0.8992 -0.1138 -0.8694  0.633
C 1.6251 1.2348 -0.4943  -0.486
C 0.7028 2.4275 -0.1196  0.193
C 1.4156 3.8208 0.2676  -0.529
N 1.7555 3.6987 1.7379  -0.569
C -0.8240 2.2389 -0.1579  -0.515
N -1.4970 0.9911 -0.5257  0.922
C -2.9872 1.0321 -0.5436  -0.633
C -3.7223 -0.3490 -0.2139  -0.735
C -3.1510 -1.1565 1.0497  -0.420
C -2.5548 -0.2527 2.2285  -0.706
N -3.3950 0.9360 2.5983  -0.297
C -4.4832 0.5642 3.5668  0.286
N -5.7212 0.7934 3.1455  -0.660
N -4.2174 0.0140 4.9086  -0.572
C -0.6648 -0.1244 -0.8744  -0.804
H 1.1529 -2.4583 1.2667  0.127
H 2.7993 -2.9231 1.9448  0.256
H 1.9921 -3.9518 0.6039  0.281
H 3.2498 -0.9998 0.3724  -0.120
H 3.7641 -2.4305 -0.6626  0.288
H 0.8481 -3.0093 -2.0857  0.231
H 2.7567 1.3462 -0.4922  0.367
H 0.7302 4.7323 0.1049  0.333
H 2.4007 3.9426 -0.3230  0.237
H 2.0550 4.6240 2.0991  0.278
H 0.8544 3.4340 2.1807  0.217
H -1.4746 3.1469 0.1100  0.375
H -3.2930 1.3182 -1.6228  0.071
H -3.3434 1.9153 0.1079  0.452
H -4.8176 -0.0753 0.0447  0.391
H -3.8108 -1.0124 -1.1586  0.247
H -2.2878 -1.8192 0.6583  0.126
H -3.9834 -1.8421 1.4383  0.432
H -1.4498 0.0541 2.0684  0.222
H -2.5276 -0.9312 3.1706  0.499
H -2.7422 1.5497 3.1352  0.308
H -5.6267 1.2049 2.1925  0.305
H -3.1938 0.0071 5.0432  0.331
H -4.5173 -0.9767 4.8630  0.302
H -1.1787 -1.1053 -1.1696  0.434
C -2.0126 -4.4997 -3.2045  -1.067
C -1.5878 -3.6944 -2.0571  0.546
N -1.2535 -3.0606 -1.1537  -0.556
H -2.9415 -5.0360 -2.9964  0.345
H -2.1853 -3.8801 -4.0878  0.295
H -1.2599 -5.2451 -3.4724  0.333
C 6.0996 1.7148 -2.4315  -0.886
C 5.0830 2.6222 -1.8928  0.455
N 4.2850 3.3356 -1.4683  -0.462
H 6.0785 1.6914 -3.5236  0.300
H 7.1059 2.0165 -2.1321  0.298
H 5.9498 0.6906 -2.0812  0.262
C 5.1398 -1.0355 4.0599  -0.865
C 5.4539 -0.7772 2.6520  0.413
N 5.7015 -0.5748 1.5460  -0.388
H 4.0678 -0.9519 4.2540  0.261
H 5.4475 -2.0392 4.3624  0.280
H 5.6457 -0.3277 4.7206  0.331
C -2.4094 1.3735 -4.1698  -0.393
C -2.3857 1.2986 -5.6331  0.044
N -2.3668 1.2396 -6.7819  -0.336
H -1.4223 1.1803 -3.7413  0.167
H -2.7262 2.3601 -3.8223  0.346
H -3.0984 0.6413 -3.7410  0.214